Entry 1:
C44H63BrN4O9 | ωB97M-V/def2-TZVPD

Each line ends with the Löwdin charge.
CARTESIAN COORDINATES (ANGSTROEM)
C1 9.031555 0.879443 2.885349  -0.035
C2 7.467588 1.316121 2.552125  -0.268
O1 7.202758 2.644585 2.667400  -0.039
O2 6.412443 0.353602 2.110196  -0.123
C3 6.380663 0.500156 0.645397  -0.201
C4 5.048188 -0.114915 -0.085489  -0.151
C5 4.125939 -1.084539 0.868765  -0.175
C6 3.349993 -2.148409 -0.125207  -0.200
C7 1.753554 -2.366193 0.251366  -0.163
C8 0.880125 -0.971686 0.260177  -0.015
C9 0.413748 -0.422904 1.766270  -0.090
O3 0.754694 -1.207503 2.981444  -0.059
C10 -0.441702 0.984095 1.816692  -0.029
C11 -0.920504 1.510737 3.308429  -0.150
C12 -1.939019 0.344614 3.940845  -0.269
N1 -3.328043 0.887454 4.225496  -0.049
C13 -0.832508 1.849535 0.456758  -0.068
N2 -1.590197 3.131313 0.656225  0.120
C14 -1.888269 3.842600 -0.632999  -0.093
C15 -2.667887 5.283891 -0.577650  -0.158
C16 -2.021974 6.383993 0.452123  -0.202
C17 -0.429748 6.701023 0.223877  -0.141
C18 0.490547 6.235702 -1.050588  -0.018
C19 2.108564 6.573348 -1.156939  -0.062
C20 2.883953 7.410827 0.024826  -0.075
C21 1.943765 7.930710 1.299706  -0.071
C22 0.316243 7.593393 1.424453  -0.030
C23 -1.463782 3.228747 -2.078929  -0.132
O4 -1.843199 4.037428 -3.284585  -0.080
C24 -2.673992 3.215623 -4.186255  -0.126
N3 -3.658155 2.663066 -4.865470  0.123
N4 -0.713189 1.953703 -2.344496  0.148
C25 -0.403984 1.316561 -1.019052  -0.073
C26 0.454626 -0.115880 -1.071804  -0.021
C27 0.907746 -0.741620 -2.551431  -0.135
C28 1.948703 0.267090 -3.330597  -0.623
O5 2.626136 1.240771 -2.693258  -0.109
Br1 2.224224 0.077450 -5.316740  0.620
H1 9.111607 0.044553 3.720561  0.093
H2 9.614903 1.826261 3.317568  0.100
H3 9.633475 0.582949 1.898645  0.098
H4 6.432135 1.652032 0.362571  0.138
H5 7.345499 -0.005579 0.168152  0.135
H6 5.437387 -0.776371 -0.999258  0.122
H7 4.408253 0.751821 -0.543029  0.117
H8 3.341067 -0.424266 1.463642  0.117
H9 4.732465 -1.711397 1.659598  0.120
H10 3.437329 -1.773471 -1.247347  0.096
H11 3.847718 -3.223075 -0.034570  0.116
H12 1.263656 -3.083420 -0.533350  0.109
H13 1.737471 -2.944651 1.286803  0.126
H14 0.964406 -0.514575 3.674199  0.110
H15 -0.001574 1.665925 4.022676  0.107
H16 -1.551761 2.510904 3.255401  0.108
H17 -2.042871 -0.503689 3.140660  0.112
H18 -1.521327 -0.136811 4.924764  0.115
H19 -3.997564 0.286881 3.668932  0.075
H20 -3.476257 0.701977 5.260698  0.046
H21 -3.765045 5.052433 -0.169137  0.132
H22 -2.832392 5.795575 -1.628620  0.124
H23 -2.151260 5.993514 1.569341  0.123
H24 -2.595322 7.424571 0.424172  0.127
H25 0.002908 5.618961 -1.927559  0.074
H26 2.733203 6.193416 -2.070737  0.080
H27 4.033183 7.607462 -0.075852  0.077
H28 2.518346 8.566565 2.124949  0.078
H29 -0.252406 8.006364 2.365028  0.083
H30 1.410184 -1.797620 -2.459982  0.093
H31 -0.033289 -0.894791 -3.268420  0.134
C29 -7.148539 2.521346 -4.189647  -0.197
C30 -8.609251 2.745148 -3.894744  -0.187
C31 -8.863765 1.751436 -2.782360  -0.211
O6 -7.633778 1.614158 -2.057507  -0.141
C32 -6.587213 2.239375 -2.813176  -0.219
H32 -6.664670 3.368701 -4.681928  0.107
H33 -7.030067 1.638875 -4.829606  0.118
H34 -8.760713 3.766284 -3.525394  0.116
H35 -9.260723 2.594019 -4.759185  0.114
H36 -9.127899 0.766563 -3.181889  0.116
H37 -9.657062 2.076655 -2.103114  0.116
H38 -6.312704 3.167032 -2.299239  0.113
H39 -5.711942 1.584608 -2.842689  0.109
C33 4.105583 -5.343761 -3.165757  -0.169
C34 3.288073 -5.214405 -4.424994  -0.168
C35 2.630805 -3.864240 -4.238728  -0.209
O7 3.533606 -3.065621 -3.461372  -0.175
C36 4.559335 -3.918923 -2.935077  -0.205
H40 4.937455 -6.047331 -3.252117  0.118
H41 3.464014 -5.670280 -2.338646  0.119
H42 3.952001 -5.189573 -5.297153  0.121
H43 2.567460 -6.023817 -4.566714  0.098
H44 1.694419 -3.952003 -3.677620  0.114
H45 2.422496 -3.364706 -5.189273  0.108
H46 5.484727 -3.704247 -3.480600  0.122
H47 4.718226 -3.694999 -1.876634  0.086
C37 -4.139555 2.197431 9.241945  -0.181
C38 -4.052637 0.783648 9.756140  -0.182
C39 -4.017985 -0.018408 8.473507  -0.201
O8 -3.379711 0.803072 7.486135  -0.170
C40 -3.274362 2.137184 8.002156  -0.201
H48 -3.802266 2.948180 9.961036  0.117
H49 -5.174899 2.428414 8.964369  0.119
H50 -3.115089 0.646752 10.307811  0.118
H51 -4.879940 0.502749 10.412782  0.117
H52 -5.029081 -0.243519 8.118017  0.120
H53 -3.468762 -0.958176 8.581460  0.120
H54 -2.221609 2.319459 8.244064  0.120
H55 -3.585906 2.854044 7.237471  0.121
C41 -0.153681 -10.120716 -3.762036  -0.183
C42 0.013789 -9.606567 -5.168570  -0.182
C43 0.447880 -8.176208 -4.933458  -0.213
O9 1.169243 -8.158651 -3.693921  -0.154
C44 0.967251 -9.414540 -3.031220  -0.205
H56 -0.095456 -11.209154 -3.682081  0.116
H57 -1.122287 -9.798234 -3.361854  0.118
H58 0.813351 -10.161457 -5.673422  0.118
H59 -0.891749 -9.683309 -5.775716  0.117
H60 -0.415659 -7.511130 -4.826992  0.120
H61 1.085560 -7.794358 -5.735965  0.114
H62 1.902472 -9.981138 -3.097261  0.118
H63 0.737484 -9.242041 -1.976164  0.118

Force components x, y, z for each atom (eV/Å):
C 0.30 0.24 0.20
C -0.86 6.30 0.65
O 1.25 -8.91 -0.87
O 3.00 2.53 -0.13
C 0.24 0.79 -2.25
C 0.42 -0.72 0.17
C -0.49 -0.12 -0.33
C -0.48 0.07 -0.07
C 0.14 0.09 -0.32
C -1.60 2.66 0.07
C -1.55 2.99 -2.86
O -0.51 3.28 -2.43
C 1.48 -1.82 -0.90
C -0.60 -0.67 -0.49
C 0.26 -0.49 -0.45
N 0.50 -1.68 0.58
C 0.21 -0.17 -0.28
N 1.45 -1.40 -6.24
C 1.35 -2.11 0.25
C -0.88 0.01 0.48
C 0.83 0.02 0.63
C 3.98 1.21 0.20
C 1.42 1.74 2.73
C -1.73 1.43 3.58
C -5.25 -1.26 -0.27
C -1.18 -1.81 -2.59
C 3.11 -1.19 -3.41
C 1.30 -2.52 1.85
O -1.93 -4.42 -0.84
C -6.46 -2.11 -2.75
N 9.22 4.98 6.09
N -2.47 3.73 6.07
C 0.62 -1.38 0.61
C 0.23 -0.64 2.63
C -0.58 0.56 -0.19
C 3.20 5.01 4.53
O -4.58 -6.72 -4.43
Br -0.41 -0.04 1.82
H -0.38 1.52 -2.05
H -1.77 -1.95 -1.03
H -1.67 0.34 2.14
H -0.10 -2.40 0.75
H -1.95 0.91 1.16
H -0.82 1.47 1.98
H 1.11 -1.72 1.00
H 1.65 -1.40 -1.28
H -0.98 1.49 -1.63
H -0.21 -0.87 2.37
H -1.00 2.32 -0.26
H 0.95 1.31 1.38
H -0.37 1.66 -2.05
H -0.43 -1.05 -1.04
H -1.62 -0.24 -1.52
H 1.51 -2.15 -0.12
H 0.47 1.54 1.54
H -0.47 1.01 -1.92
H 0.90 1.06 1.17
H -0.22 0.36 -1.75
H 2.38 0.42 -0.86
H 0.69 -1.45 2.01
H 0.42 0.71 -2.46
H 1.06 -2.34 -0.27
H 1.10 1.42 2.01
H -1.51 0.76 1.92
H -2.56 -0.32 0.40
H -1.63 -1.55 -1.86
H 1.15 -1.01 -2.14
H -0.73 2.19 -0.02
H 2.01 0.55 1.62
C 0.38 -0.17 -0.50
C -0.43 0.46 -0.03
C -0.10 -0.35 0.26
O -0.11 0.16 -0.31
C 0.25 0.01 0.36
H -0.01 -0.15 0.07
H 0.06 0.13 0.05
H -0.04 -0.10 -0.05
H 0.05 0.01 0.12
H -0.11 0.02 -0.03
H 0.12 -0.09 0.03
H 0.10 0.04 -0.05
H -0.12 0.04 0.09
C 0.01 -0.36 0.53
C -0.05 -0.24 -0.62
C -0.27 0.28 -0.04
O -0.03 -0.24 0.04
C 0.38 0.30 -0.01
H -0.09 0.10 0.03
H 0.09 -0.02 -0.07
H -0.09 0.01 0.06
H 0.08 0.10 0.08
H -0.10 -0.08 -0.07
H 0.04 0.08 0.16
H 0.05 -0.04 0.06
H -0.02 0.07 -0.21
C -0.43 0.49 0.00
C 0.23 -0.32 0.52
C -0.17 -0.36 -0.30
O -0.09 0.06 0.24
C 0.38 0.21 -0.27
H -0.03 -0.07 -0.12
H 0.13 0.03 0.04
H -0.12 -0.03 -0.03
H 0.10 0.00 -0.10
H -0.01 -0.07 0.07
H -0.02 0.11 -0.13
H -0.03 0.09 0.00
H 0.07 -0.16 -0.03
C -0.48 -0.22 0.40
C 0.14 -0.23 -0.61
C -0.03 0.45 0.04
O -0.18 -0.23 -0.12
C 0.41 0.05 0.22
H 0.01 0.13 0.02
H 0.11 -0.08 -0.01
H -0.11 0.07 0.00
H 0.12 0.04 0.06
H -0.02 0.00 -0.11
H 0.00 0.03 0.14
H -0.04 -0.07 0.08
H 0.08 0.09 -0.10

Values from the calculation:
LUMO level   -1.33 eV
Orbital gap   6.76 eV
Calculated total energy   -141049.712 eV


Entry 2:
C3H4O3S | ωB97M-V/def2-TZVPD

Each line ends with the Löwdin charge.
CARTESIAN COORDINATES (ANGSTROEM)
C1 1.329883 -0.882882 0.439459  -0.219
C2 0.144136 0.075618 0.270429  -0.605
C3 -1.167506 -0.558484 -0.076393  -0.455
H1 3.164753 0.143927 0.553604  0.214
H2 0.912966 -1.913007 0.044174  0.130
H3 1.650787 -1.024286 1.750223  0.202
H4 -3.008826 -0.330792 0.123632  0.068
O1 2.702544 -0.556014 -0.313996  -0.222
O2 -2.324482 0.273322 0.321258  0.011
O3 -1.270148 -1.744048 -0.453931  0.071
S1 0.161121 1.720785 -0.168704  0.804

Force components x, y, z for each atom (eV/Å):
C 1.94 -1.54 1.73
C 0.80 2.96 -2.37
C -2.31 -2.26 1.60
H -1.95 -3.17 -4.46
H 1.32 2.03 0.82
H -1.27 0.42 -4.15
H -1.81 -1.03 -0.33
O -1.56 2.88 6.27
O 4.34 -1.48 -1.11
O -0.17 4.08 0.78
S 0.67 -2.87 1.21

Values from the calculation:
Energy above the lowest of the compared OMol25 structures with the same formula, charge and spin   467.7 kJ/mol
LUMO level   -1.92 eV
Orbital gap   7.57 eV
Calculated total energy   -20149.527 eV